Record 1
Entry from OMol25: an isolated molecule of C5H14N4 (ωB97M-V/def2-TZVPD).

Geometry as XYZ:
```
23
Properties=species:S:1:pos:R:3:forces:R:3:lowdin_charge:R:1
H 0.9771 -2.1578 -1.4909 -0.092 0.165 0.169 0.09
C 0.8028 -0.7241 0.0896 5.871 -0.053 0.043 -0.45
C 0.7260 0.6928 0.3383 -5.580 2.062 -0.002 -0.23
N 2.6000 -0.6861 0.0412 -1.924 -0.994 -0.225 0.04
H 2.9267 0.2457 -0.2401 -0.557 -0.358 0.094 0.03
C 0.4149 -1.6000 1.2541 -0.308 -0.110 0.232 -0.05
H -0.6787 -1.6439 1.3299 0.289 0.027 -0.080 0.07
H -1.6749 0.9780 -1.8352 -0.002 0.047 -0.164 0.06
H 0.6337 -0.5141 -2.0629 0.112 -0.048 0.104 0.09
H -2.4184 2.2823 -0.8992 0.164 -0.105 0.153 0.07
H -2.3960 0.6707 1.6245 0.047 0.049 -0.235 0.08
C -1.4860 1.7142 -1.0385 0.149 -0.256 0.055 -0.16
N -1.0613 1.0862 0.1990 1.811 1.053 0.428 -0.24
H 0.7976 -1.2099 2.2000 0.016 0.015 -0.116 0.09
H 0.8032 -2.6110 1.1093 0.051 0.122 -0.096 0.09
N -2.0499 0.2588 0.7610 0.077 -0.564 0.215 -0.02
H -2.8528 0.0879 0.1547 0.422 0.052 -0.117 0.07
N 1.3337 1.7291 0.6794 -0.280 -0.946 -0.447 0.16
H 0.6102 2.4634 0.7710 0.423 -0.283 0.026 0.08
H 2.9575 -0.7995 0.9897 -0.399 -0.006 -0.022 0.03
H -0.7321 2.4250 -1.3851 0.046 -0.152 -0.013 0.07
H -0.6535 -1.4459 -1.3126 0.027 -0.044 0.063 0.08
C 0.4202 -1.2418 -1.2771 -0.362 0.329 -0.065 -0.05
```
Forces are in eV/Å.

Calculated values
multiplicity = 1
maximum force = 5.95 eV/Å
total energy = -11368.4851 eV
E_HOMO = -0.2742 Ha

=====

Record 2
Entry from OMol25: a cluster of 2 separate species, C5H14N4 in total (ωB97M-V/def2-TZVPD).

Geometry as XYZ:
```
23
Properties=species:S:1:pos:R:3:forces:R:3:lowdin_charge:R:1
H -3.4976 -0.8582 -0.6638 0.319 0.057 -1.211 0.02
H -2.5831 -2.1058 0.2412 0.237 -0.031 0.284 0.02
H 1.8161 -0.4789 1.6896 0.176 0.545 0.440 0.09
H 2.0466 -1.8142 0.0142 0.120 -0.048 -0.347 0.07
N 0.8826 -0.3508 -1.9385 -0.428 0.214 -0.307 0.06
C 0.9218 0.6397 0.2768 0.714 -1.907 -1.614 -0.35
H -1.8094 0.7729 -0.4025 0.365 -0.161 -0.433 0.09
H 0.7259 2.7506 0.5838 0.151 0.157 -0.073 0.08
N 1.6089 0.4862 1.4617 -0.686 -0.076 -1.216 0.12
H -0.2053 2.1451 -0.7856 -0.075 -0.077 0.111 0.07
H -1.1335 -0.8834 1.8996 0.109 0.969 0.621 0.08
H 0.4457 0.4785 -2.3237 -0.120 -0.157 -0.260 0.06
N -1.1578 0.0031 1.4072 -1.156 -1.473 -1.493 -0.01
H 0.6899 -2.5052 -0.6594 0.206 0.093 0.403 0.08
C -1.5848 -0.2092 0.0128 -2.392 1.011 3.005 -0.31
H 1.5144 2.2675 -0.9635 0.225 0.170 0.136 0.09
H 0.5518 -1.1722 -2.4376 -0.279 0.302 -0.120 0.07
H -1.0399 0.9343 1.7981 -0.159 -1.014 -0.189 0.08
C 0.7313 2.0368 -0.2385 -0.053 -0.534 -0.001 -0.04
C -2.5313 -1.1712 -0.3016 1.115 0.291 0.622 -0.06
H 2.0008 1.2968 1.9191 -0.134 -0.524 0.119 0.10
C 0.5708 -0.4986 -0.5387 2.753 2.176 1.196 -0.47
N 1.0362 -1.7639 -0.0506 -1.008 0.019 0.325 0.06
```
Forces are in eV/Å.

Calculated values
multiplicity = 1
maximum force = 3.97 eV/Å
total energy = -11368.0361 eV
E_HOMO (spin up / spin down) = -0.2216 / -0.2216 Ha

=====

Record 3
Entry from OMol25: a cluster of 2 separate species, C5H14NO in total (ωB97M-V/def2-TZVPD).

Geometry as XYZ:
```
21
Properties=species:S:1:pos:R:3:forces:R:3:lowdin_charge:R:1
N -0.5154 -0.3525 -0.2223 -0.255 -0.099 1.289 0.03
C -0.7198 0.6605 -1.2658 0.354 0.486 -0.162 -0.22
C 0.6286 -0.5078 1.9684 0.105 0.334 0.213 -0.09
H -1.6890 0.5317 -1.7311 -0.166 -0.027 -0.076 0.10
H 1.5007 -0.2400 2.5721 0.009 0.053 -0.216 0.09
H -0.3884 2.8064 -1.1410 0.233 0.196 -0.065 0.11
H 0.0755 0.5406 -2.0033 -0.132 -0.122 -0.045 0.11
H -1.3503 -0.3827 0.4006 0.254 0.080 -0.294 0.12
H 1.5766 2.0047 0.0184 0.171 -0.066 0.026 0.11
H 0.5899 -1.5910 1.9075 -0.057 -0.178 -0.018 0.05
H 0.5230 2.1456 1.4136 0.036 -0.113 0.125 0.11
H -0.2493 -0.1452 2.5033 -0.097 -0.068 0.055 0.08
H -1.4398 2.1393 0.1010 0.226 0.064 -0.072 0.11
H -0.3784 -3.0781 -2.2710 -0.038 0.043 -0.216 0.00
H 0.1849 -3.7110 -0.9778 0.056 -0.035 0.087 0.00
C -0.5234 1.9608 -0.4793 -0.664 -0.545 0.081 -0.17
C 0.6514 1.6405 0.4580 -0.236 0.368 -0.016 -0.14
C 0.6813 0.1104 0.5906 -0.055 -0.081 -0.484 -0.36
H -0.3892 -1.3359 -0.5329 0.115 -0.269 -0.631 0.08
H 1.5182 -0.2665 0.0062 0.174 -0.149 0.173 0.12
O -0.2872 -2.9296 -1.3151 -0.034 0.126 0.246 -0.23
```
Forces are in eV/Å.

Calculated values
multiplicity = 2
maximum force = 1.32 eV/Å
total energy = -8946.6116 eV
E_HOMO (spin up / spin down) = -0.0944 / -0.4221 Ha

=====

Record 4
Entry from OMol25: a cluster of 2 separate species, C5H14NO in total (ωB97M-V/def2-TZVPD).

Geometry as XYZ:
```
21
Properties=species:S:1:pos:R:3:forces:R:3:lowdin_charge:R:1
C -0.5522 -0.5290 1.8588 -3.733 1.199 2.684 -0.29
H 0.3263 -0.1401 2.2703 2.026 0.002 0.324 0.08
C 0.6137 2.7697 -0.3503 1.109 -1.798 -1.631 0.20
H -1.2377 -0.4240 2.8612 1.228 -0.517 -2.465 0.17
H 1.4673 3.4320 -0.6192 -1.033 -0.360 -0.085 0.14
H 0.6980 -2.0407 -3.0356 -0.679 -0.008 -2.285 0.01
H 0.5652 -0.3980 0.0011 -0.688 1.539 -1.621 0.14
H -0.1522 3.0753 0.3397 0.046 -0.125 0.400 0.10
H -0.7266 -0.1119 -1.2274 -0.093 0.309 0.103 0.13
C -0.5202 -1.9274 1.3762 2.355 -1.488 1.242 -0.11
H -1.4234 -2.3149 1.0829 -2.845 -0.738 0.136 0.06
N 0.5789 1.5757 -0.8750 -1.748 0.766 2.230 0.08
H -0.8976 1.5589 1.5626 0.449 -1.718 -2.020 0.14
H -2.1755 0.6903 0.6605 2.553 -0.876 0.497 0.16
O 0.8757 -1.9591 -2.1311 1.606 -1.130 2.096 -0.05
H 1.1489 1.3005 -1.6333 1.347 0.085 -0.808 0.15
H 1.5070 -2.7208 -2.0035 -0.907 1.191 0.141 0.09
H -0.0452 -2.6287 2.1352 -0.724 0.908 -0.841 0.12
H -0.0224 -2.1468 0.4506 1.148 0.442 -0.490 0.05
C -0.2274 0.3618 -0.3833 2.335 0.254 0.995 -0.14
C -0.9956 0.5768 0.8867 -3.754 2.064 1.398 -0.23
```
Forces are in eV/Å.

Calculated values
multiplicity = 1
maximum force = 4.75 eV/Å
total energy = -8940.8156 eV
charge = +1
E_HOMO = -0.5303 Ha

=====

Record 5
Entry from OMol25: a cluster of 2 separate species, C5H14NO in total (ωB97M-V/def2-TZVPD).

Geometry as XYZ:
```
21
Properties=species:S:1:pos:R:3:forces:R:3:lowdin_charge:R:1
H 0.6438 0.1643 -0.9027 0.034 0.268 0.165 0.10
H 3.2030 1.5010 0.6623 0.158 -0.495 -0.775 0.08
H 0.0881 1.8858 2.2482 -0.201 -0.460 0.252 0.13
H -0.0668 -0.5529 1.4427 -0.153 -0.254 -0.248 0.12
C -0.1690 1.5929 1.2294 -0.097 0.224 -0.292 -0.20
H -0.9195 2.3467 0.9738 0.123 -0.040 -0.463 0.12
O -0.5771 -3.6428 -1.7728 0.290 -0.266 0.311 -0.07
H -0.4447 0.4826 -2.0995 -0.033 0.175 0.009 0.16
N -0.2584 -0.1174 -1.3002 -0.139 -0.637 -0.251 0.19
H -0.1224 -1.0494 -1.7010 -0.236 -0.273 0.257 0.13
C 2.2337 1.0206 0.7149 -0.515 0.445 0.799 0.01
H -1.8281 -1.0528 -0.3129 -1.330 0.288 -0.072 0.12
H 0.1654 -4.1541 -2.1257 -0.099 0.246 -0.155 0.05
C -1.4485 -0.0505 -0.2221 4.191 0.292 -0.646 -0.04
H -1.8233 0.9008 -0.5591 -1.789 -0.380 0.087 0.12
C 1.1528 1.7790 0.5071 0.693 0.615 0.623 -0.19
H -1.6487 0.1242 1.7986 0.264 0.061 0.347 0.13
H -0.9225 -4.2516 -1.1029 -0.146 0.274 -0.120 0.05
H 1.3679 2.7668 0.1036 -0.332 -0.042 -0.135 0.11
C -0.7863 0.2040 1.1283 -0.808 0.093 0.446 -0.20
H 2.1606 0.1030 1.2899 0.125 -0.132 -0.141 0.07
```
Forces are in eV/Å.

Calculated values
multiplicity = 1
maximum force = 4.25 eV/Å
total energy = -8942.0636 eV
charge = +1
E_HOMO = -0.5022 Ha

=====

Record 6
Entry from OMol25: a cluster of 2 separate species, C5H14NO in total (ωB97M-V/def2-TZVPD).

Geometry as XYZ:
```
21
Properties=species:S:1:pos:R:3:forces:R:3:lowdin_charge:R:1
C -0.2454 0.1011 -0.6007 -1.296 -1.149 0.342 -0.28
H -1.1741 1.4200 0.6325 -0.204 0.338 0.606 0.14
H 1.9169 -3.4924 0.4947 -0.031 0.072 -0.113 0.13
N -1.2803 0.4005 0.5391 1.390 1.180 -0.936 0.25
C -1.0433 0.0996 -1.9101 -0.575 0.822 0.954 -0.01
H -0.5219 -0.4422 -2.6904 -0.058 0.301 -0.283 0.11
H 0.3883 3.7153 1.8039 -0.046 0.441 -0.058 0.05
C 2.0766 -2.5559 1.0209 0.046 -0.121 0.530 0.31
H -2.0367 -0.3307 -1.7380 0.284 -0.604 -0.140 0.10
C 0.3981 -1.2952 -0.3935 -0.255 1.731 0.511 -0.10
H -0.3985 -2.0349 -0.4804 0.328 -0.573 0.143 0.17
H 1.0559 -1.4133 -1.2659 0.147 -0.381 -0.315 0.18
H -0.4868 4.3496 0.6614 0.178 0.220 0.202 0.06
C 1.3539 -1.3842 0.7263 -0.033 -0.269 -0.857 0.07
H 0.4248 0.9420 -0.5002 0.583 -0.045 -0.243 0.15
H 1.6505 -0.4577 1.2100 0.062 -0.049 0.224 0.15
O -0.2785 3.5391 1.1347 -0.243 -1.084 -0.262 -0.05
H 2.8070 -2.5421 1.8254 0.000 -0.057 -0.044 0.13
H -1.3152 1.1318 -2.1451 0.522 -0.069 -0.585 0.11
H -1.0550 -0.0136 1.4387 -0.373 -0.128 0.162 0.17
H -2.2361 0.2635 0.2368 -0.427 -0.576 0.163 0.16
```
Forces are in eV/Å.

Calculated values
multiplicity = 2
maximum force = 2.05 eV/Å
total energy = -8929.5348 eV
charge = +2
E_HOMO (spin up / spin down) = -0.6718 / -0.6718 Ha

=====

Number 1 is which compound?
C5H14N4

=====

The highest maximum force belongs to which entry?
number 1

=====

What is the multiplicity in the first record?
1